Here is a molecular structure, C26H69Ag2N6O8 from OMol25. Energies are from ωB97M-V/def2-TZVPD.

## Properties
**Total charge**: +3
**Kohn-Sham gap (spin up / spin down)**: 5.15 / 2.72 eV
**Spin multiplicity**: 3
**HOMO energy (spin up / spin down)**: -0.553 / -0.552 Eh
**Molar mass**: 809.6 g/mol

Element x y z (Å)
Ag 6.2812 -4.3623 -2.6247
Ag 9.6078 -4.0918 -1.7303
C 8.4570 -7.6745 -4.5183
C 8.1400 -6.5472 -3.5709
O 6.9114 -6.2280 -3.4593
O 9.0845 -5.9865 -2.9436
H 8.5052 -7.2758 -5.5317
H 7.6568 -8.4128 -4.4374
H 9.3843 -8.1749 -4.2604
C 11.7329 -7.4188 -1.4050
C 10.8333 -6.7800 -0.3668
C 11.1937 -7.2138 1.0654
O 10.4237 -6.4998 2.0004
C 9.2586 -7.1725 2.4607
N 10.9437 -5.3268 -0.3742
H 11.7183 -8.4955 -1.1987
H 12.7789 -7.1499 -1.2655
H 11.3435 -7.2955 -2.4117
H 9.8066 -7.0804 -0.6051
H 12.2355 -6.9783 1.2983
H 11.0630 -8.2966 1.1358
H 8.8483 -6.6233 3.3127
H 9.4729 -8.1597 2.8873
H 8.4641 -7.2651 1.7123
H 11.9410 -5.0342 -0.2437
H 10.4598 -4.9719 0.4705
C 3.7538 -6.3077 -7.3028
C 3.1129 -6.9905 -6.0813
C 4.1398 -7.8946 -5.3336
O 4.7981 -8.7168 -6.2333
C 4.6440 -10.1321 -6.0382
N 2.4703 -6.0521 -5.2356
H 3.0433 -5.6592 -7.8224
H 3.9798 -7.0873 -8.0295
H 4.6531 -5.7519 -7.0506
H 2.2688 -7.5922 -6.5261
H 3.6501 -8.5004 -4.5570
H 4.8666 -7.2357 -4.8328
H 5.3877 -10.5965 -6.6739
H 3.6275 -10.4370 -6.2950
H 4.8533 -10.3940 -4.9969
H 1.9967 -6.5184 -4.4483
H 1.7547 -5.5092 -5.7373
C 6.6421 -7.6023 -10.0002
C 7.4283 -7.9030 -8.7165
C 8.8461 -8.3274 -8.9974
O 8.7966 -9.4740 -9.7769
C 10.0371 -10.0937 -9.9658
N 7.4259 -6.6920 -7.8351
H 6.6300 -8.4692 -10.6594
H 7.0984 -6.7471 -10.5029
H 5.5889 -7.4054 -9.7797
H 6.9182 -8.7324 -8.2083
H 9.3361 -8.4737 -8.0122
H 9.3901 -7.4946 -9.4809
H 10.6990 -9.4877 -10.5936
H 9.8862 -11.0753 -10.4022
H 10.5347 -10.2607 -8.9977
H 6.7217 -6.0848 -8.2540
H 6.9944 -6.8759 -6.9309
C 13.2889 -8.2976 -6.8301
C 13.1230 -6.7852 -6.8404
C 12.6294 -6.2551 -5.5044
O 12.1201 -4.9183 -5.6202
C 10.7602 -4.8235 -6.0189
N 14.4425 -6.1736 -7.0923
H 13.1532 -8.8051 -7.7797
H 12.5556 -8.7919 -6.1657
H 14.2295 -8.6003 -6.3619
H 12.3787 -6.5269 -7.6092
H 13.4847 -6.2120 -4.8284
H 11.8316 -6.8856 -5.0792
H 10.4545 -5.4602 -6.8521
H 10.6213 -3.7786 -6.3062
H 10.1584 -5.0228 -5.1203
H 14.8488 -6.6324 -7.9049
H 14.3160 -5.2061 -7.3857
C 12.7951 -2.0787 -3.7729
C 12.8126 -3.3758 -2.9581
C 13.2658 -3.0666 -1.5489
O 13.6020 -4.1898 -0.7846
C 14.9164 -4.6988 -1.0459
N 11.4722 -4.0713 -3.0761
H 12.5934 -2.2496 -4.8320
H 13.7471 -1.5604 -3.6998
H 11.9867 -1.4234 -3.4216
H 13.5559 -4.0237 -3.4428
H 12.4458 -2.5372 -1.0437
H 14.0990 -2.3619 -1.5768
H 15.6801 -3.9439 -0.8353
H 15.0650 -5.0572 -2.0688
H 15.1013 -5.5243 -0.3595
H 11.1422 -3.8705 -4.0270
H 11.6804 -5.0699 -3.1676
C 5.7886 -9.1575 0.6490
C 7.0300 -9.5023 -0.1614
C 6.8179 -10.4968 -1.2660
O 6.2555 -11.6914 -0.8256
C 7.1843 -12.5823 -0.2351
N 7.6712 -8.2949 -0.7780
H 4.9558 -8.9515 -0.0401
H 5.9618 -8.2336 1.2015
H 5.4647 -9.9643 1.2992
H 7.7838 -9.8595 0.5514
H 7.7384 -10.6262 -1.8478
H 6.0376 -10.0804 -1.9243
H 7.6732 -13.1772 -1.0083
H 6.6524 -13.2467 0.4446
H 7.9153 -12.0645 0.3943
H 7.5053 -7.4782 -0.1928
H 7.1550 -8.0640 -1.6307